1.
{
  "formula": "C4H38N2O13",
  "method": "ωB97M-V with the def2-TZVPD basis set",
  "multiplicity": 1,
  "total_energy_ev": -34362.5503,
  "symbols": ["C", "C", "C", "N", "C", "N", "H", "H", "H", "H", "H", "H", "H", "H", "H", "H", "H", "H", "H", "H", "O", "H", "H", "O", "H", "H", "O", "H", "H", "O", "H", "H", "O", "H", "H", "O", "H", "H", "O", "H", "H", "O", "H", "H", "O", "H", "H", "O", "H", "H", "O", "H", "H", "O", "H", "H", "O"],
  "xyz": [[2.986047, -2.318809, 0.784722], [1.683731, -2.175113, 1.624466], [0.406772, -2.249509, 0.733662], [-0.304668, -1.021853, 0.511008], [3.884860, -1.035407, 0.848474], [3.121463, 0.215082, 0.578516], [2.868981, -2.491199, -0.283360], [3.542763, -3.142607, 1.233299], [1.727941, -1.224652, 2.167983], [1.695165, -2.867380, 2.466311], [-0.220791, -3.068067, 1.110917], [0.748084, -2.854459, -0.122631], [0.261809, -0.373214, -0.001784], [-1.155820, -1.163355, -0.024448], [4.253835, -1.026457, 1.869472], [4.558973, -1.036676, -0.005536], [2.247582, -0.075626, 0.155601], [2.948518, 0.714449, 1.438275], [2.820011, 3.700908, -0.651635], [1.561352, 3.947439, -1.609155], [2.483133, 4.141509, -1.427880], [-3.055553, 2.319303, -0.647415], [-3.075393, 0.934387, -0.034537], [-2.935297, 1.391878, -0.884241], [-1.609951, -1.888649, -3.160352], [-3.187336, -2.266183, -3.292771], [-2.479966, -1.664815, -3.518171], [0.708344, -2.042785, -2.300229], [0.477877, -2.474609, -3.799471], [0.058501, -2.393939, -2.941707], [-3.335358, 0.732029, 2.049409], [-4.824465, 1.413464, 2.139424], [-4.189108, 0.939173, 1.604676], [-3.981653, -2.658427, 0.255426], [-4.436501, -1.743741, -0.735665], [-3.608621, -2.081660, -0.425484], [1.501825, 2.325203, 3.159771], [2.187141, 1.991352, 4.471650], [1.639624, 2.664339, 4.054872], [2.363255, -0.033882, -1.742875], [0.854684, 0.118377, -1.840377], [1.560422, -0.527949, -1.628875], [-1.711628, 2.350621, 2.695267], [-0.742963, 2.909576, 3.755888], [-1.387159, 3.164811, 3.092196], [-2.017597, -0.564832, 3.132389], [-1.155452, 0.001502, 1.928529], [-1.804830, 0.211661, 2.620482], [-1.195511, -0.124620, -4.290118], [-2.099958, 1.101784, -4.536135], [-1.211124, 0.839059, -4.290755], [-0.867440, 1.341738, -2.814483], [-1.188171, 1.265214, -1.303062], [-0.423629, 1.244423, -1.924076], [1.207625, 2.967337, -0.085081], [0.883743, 1.518404, -0.451446], [0.961881, 2.125450, 0.291074]],
  "forces_ev_per_angstrom": [[0.633, 0.891, 0.751], [0.085, 0.813, -0.575], [0.861, -2.545, 0.671], [-0.556, 0.174, 0.442], [-1.672, -0.019, -0.394], [0.363, -0.636, 0.390], [-0.660, -0.443, 0.100], [0.265, -0.088, -0.416], [-0.218, 0.219, -0.336], [-0.269, -0.530, -0.389], [-0.651, 0.805, 0.672], [-0.014, 0.999, -0.742], [0.144, 0.033, -0.161], [0.021, -0.184, -0.081], [0.940, 0.357, -0.250], [0.967, -0.635, 0.754], [0.080, 0.486, 0.413], [-0.313, 0.101, -0.145], [-0.171, -0.392, 0.233], [0.029, -0.254, 0.192], [0.327, 0.738, -0.687], [-0.087, -0.048, 0.011], [-0.439, 0.195, -0.363], [0.304, -0.059, 0.341], [-0.165, -0.802, 0.506], [0.436, -0.338, 0.379], [-0.327, 1.061, -0.877], [-0.070, 0.111, -0.605], [0.319, 0.028, 0.027], [-0.165, -0.184, 0.419], [-0.616, 0.271, 0.457], [0.370, 0.084, 0.391], [0.160, -0.418, -0.692], [0.668, -0.186, 0.210], [-0.581, 0.984, -0.845], [0.034, -0.720, 0.678], [-0.088, 0.192, -0.043], [-0.012, 0.060, 0.111], [-0.028, -0.260, -0.197], [0.872, 0.266, -0.160], [-0.493, 0.058, -0.376], [-0.305, -0.273, -0.194], [0.197, -0.142, 0.244], [0.157, -0.172, 0.067], [-0.265, 0.390, -0.210], [0.245, -0.431, -0.019], [0.356, -0.851, -0.243], [-0.400, 1.036, 0.263], [-0.441, -0.042, 0.074], [-0.229, -0.256, -0.101], [0.253, 0.409, -0.646], [0.684, -0.506, 0.505], [0.207, 0.004, -0.324], [-0.445, 0.356, 0.140], [-0.169, 0.145, -0.041], [-0.087, 0.456, -0.224], [-0.039, -0.309, 0.894]],
  "mulliken_charge": [-0.477, -0.829, -0.612, -0.209, -0.967, -0.487, 0.302, 0.398, 0.345, 0.488, 0.576, 0.232, -0.266, 0.168, 0.383, 0.321, 0.269, 0.226, 0.347, 0.302, -0.630, 0.321, 0.237, -0.647, 0.422, 0.259, -0.652, 0.267, 0.284, -0.695, 0.422, 0.294, -0.680, 0.254, 0.294, -0.513, 0.342, 0.311, -0.668, 0.394, 0.333, -0.560, 0.349, 0.317, -0.668, 0.247, 0.459, -0.780, 0.334, 0.319, -0.669, 0.371, 0.388, -0.646, -0.043, 0.408, -0.282]
}

2.
{
  "formula": "C4H11NO",
  "method": "ωB97M-V with the def2-TZVPD basis set",
  "multiplicity": 1,
  "smiles": "C=CC.NCO",
  "total_energy_ev": -7860.7045,
  "symbols": ["C", "C", "C", "H", "H", "H", "H", "H", "H", "N", "C", "O", "H", "H", "H", "H", "H"],
  "xyz": [[1.959199, 2.008513, 0.914815], [1.152621, 2.319278, -0.315459], [1.165604, 1.433545, -1.315886], [1.515668, 2.366209, 1.877742], [2.061595, 0.917236, 0.892562], [2.894279, 2.525949, 1.094743], [1.232556, 3.408512, -0.402466], [0.271601, 1.396722, -1.938502], [1.772534, 0.590344, -1.628280], [-1.550220, -1.537122, 1.365804], [-0.825741, -1.999490, 0.118877], [-1.666843, -1.799459, -1.006003], [-1.705738, -2.350441, 1.940557], [-2.399481, -1.155210, 0.969235], [0.051434, -1.376873, 0.003441], [-0.689518, -3.057480, 0.329297], [-1.652480, -0.848028, -1.121925]],
  "forces_ev_per_angstrom": [[-0.043, -0.573, 1.040], [3.682, 0.488, 1.140], [-2.421, -0.118, -1.195], [-0.709, -0.724, -0.821], [0.421, 0.267, 0.775], [0.751, 0.011, -0.942], [-2.419, -0.029, -0.551], [0.485, 1.151, -1.104], [0.224, -0.511, 1.645], [1.113, 0.140, -1.303], [-1.521, 0.543, 1.663], [0.381, -0.400, 0.198], [-0.626, 0.143, 0.098], [-0.424, -0.192, 0.739], [0.566, -0.378, -0.023], [0.682, -0.040, -0.943], [-0.143, 0.222, -0.416]],
  "mulliken_charge": [-0.911, 0.064, -0.820, 0.300, 0.216, 0.291, 0.259, 0.257, 0.346, -0.561, -0.042, -0.537, 0.233, 0.241, 0.032, 0.298, 0.334]
}

Energy relative to the best compared isomer or geometry (same formula, charge and spin) in kcal/mol, matching the order above: 38.43; 88.76